Entry 1:
This record from the Open Molecules 2025 dataset describes C39H43BF4N2OP2TeV as an isolated structure. The level of theory is the ωB97M-V functional and the def2-TZVPD basis.

⟨S²⟩: 2.08
Energy relative to the best compared isomer or geometry (same formula, charge and spin): 293.5 kJ/mol
Calculated total energy: -109274.5086 eV
E_LUMO (alpha / beta): 2.186 / 2.183 eV

ORCA input file:
```
! RIJCOSX wB97M-V def2-TZVPD def2/J DEFGRID3
* xyz -1 3
C 1.33972 5.44172 2.76687
H 0.34643 2.74795 -4.36653
H 1.69285 5.85589 1.80550
H -5.35176 0.06651 2.51245
C -0.99780 -3.65408 -1.19857
C -0.50245 3.75002 -0.76931
C -4.33403 0.21426 2.11876
H 0.72687 -3.84647 -6.13039
C 5.29662 0.08554 3.04427
H -3.90770 -3.40100 0.65572
H 1.30712 2.65470 4.70820
C 3.20897 -0.65763 2.04124
H -0.50547 5.04495 -3.94652
H -3.13994 -3.00598 -2.44151
C -3.73499 -0.76606 1.36198
H -0.25780 -3.92059 -0.42340
C -2.98072 -3.80481 0.22594
C -2.47021 1.72208 1.68624
C 0.42186 2.17438 -2.30111
C 5.97236 -0.73327 2.15103
H 1.20148 -2.93593 -4.76474
C 1.46979 -1.62810 4.34493
H 0.32778 -0.85371 7.45346
C -2.92514 -2.17410 -1.78510
H -1.31425 -2.06190 1.37060
H 3.25421 0.52644 3.79333
H 5.92309 0.67320 3.74981
C -0.43953 4.28509 -3.10003
C -3.72806 1.45269 2.24576
H -2.31328 -4.18990 1.07117
F 2.54995 -0.66035 -3.22280
F 2.89383 -0.18399 -1.04506
H -1.42518 -4.59965 -1.58707
C -0.76053 -2.49065 -5.65480
H -3.29357 -4.62392 -0.43495
C 0.88477 -0.62361 3.59338
H 5.79414 -2.18376 0.57581
H 1.36535 -2.18227 -6.47043
H 2.23038 -2.29399 3.88130
B 2.72773 -1.18682 -1.94428
C -0.87068 -1.38942 -7.95500
P 1.43386 -0.35081 1.82055
C 1.05592 1.34627 1.52576
C 1.17885 -1.76715 5.70778
H -0.66047 1.01546 6.14640
H -2.99791 -0.22448 -0.38513
H 0.46302 7.30940 3.42469
H -3.06845 -1.45302 -5.50088
F 1.15811 -1.79130 -1.55018
C 0.49027 4.56238 5.21725
C -1.76752 0.79828 0.95471
H -2.08198 2.75084 1.75237
C 0.74745 -2.77713 -5.76214
C -2.45149 -0.45575 0.54477
H 0.14779 4.31538 6.26135
C -0.07914 0.25121 5.64550
C 0.67515 6.25080 3.70251
H -0.82005 4.02813 0.21937
H -4.19512 -1.77164 1.34543
H -2.28674 -1.48575 -2.33098
N -1.47081 -1.95193 -6.71830
C -0.19702 2.39356 -1.05891
C 0.45038 -0.79511 6.36303
H -3.45799 -2.65693 -6.64557
C 0.14931 3.07833 -3.34324
C -2.91784 -1.70095 -6.56861
H -0.47039 -3.08532 -1.97603
H 1.54740 -2.61362 6.27454
C 1.51065 4.09431 3.09536
H -3.78406 -1.58421 -1.48907
H 7.06191 -0.69752 2.19428
C -1.51851 -1.62035 0.34864
C 3.91420 -1.53472 1.21681
H -0.84156 -0.30281 -8.04309
H -3.19630 -0.96360 -7.35680
H 3.42752 -2.21375 0.50937
H -1.47865 -1.73848 -8.79628
C -2.13748 -2.76963 -0.56921
H -0.88464 5.76389 -1.48403
C -0.64450 4.72113 -1.77481
C 5.30304 -1.54447 1.28093
H -4.32275 2.23994 2.82375
H 0.13541 -1.71720 -8.13031
Te 2.61222 2.71242 1.85140
C 1.05657 3.62922 4.35280
V 0.31777 -1.06827 -0.10176
H 1.03243 1.21380 -2.52550
N 0.17860 5.81887 4.87774
C 3.88042 0.05995 3.05227
F 3.48993 -2.29963 -1.75413
P -0.12704 1.12887 0.21259
H -0.07129 1.28883 3.84350
C 0.19331 0.36697 4.28109
O -1.36399 -2.84621 -4.59781
*
```

Charge distribution, Mulliken scheme, values in e: -0.349, 0.365, 0.327, 0.323, -1.876, -0.194, -0.856, 0.318, -0.768, 0.383, 0.543, 0.518, 0.239, 0.593, -0.964, 0.324, -1.655, 0.201, 0.085, -0.549, 0.149, -0.536, 0.348, -2.118, 0.242, 0.467, 0.349, -0.411, -0.797, 0.275, -0.359, -0.110, 0.570, 0.668, 0.485, 0.194, 0.478, 0.312, 0.310, 0.507, -1.075, 2.107, -1.093, -0.739, 0.437, 0.119, 0.307, 0.228, -0.571, -0.531, 0.276, 0.065, -0.903, 0.666, 0.313, -1.068, -0.265, 0.258, -0.207, 0.349, 0.101, 0.248, -0.366, 0.248, -0.569, -0.867, 0.170, 0.411, 0.110, 0.298, 0.353, 0.356, -0.415, 0.323, 0.374, 0.304, 0.370, 2.487, 0.365, -0.626, -0.702, 0.182, 0.378, 0.172, -0.036, -0.629, -0.044, -0.616, -0.345, -0.278, 0.826, 1.182, -0.842, -0.626

=====

Entry 2:
This record from the Open Molecules 2025 dataset describes C39H43CaF6N6OSSb as an isolated structure. The level of theory is the ωB97M-V functional and the def2-TZVPD basis.

⟨S²⟩: 0.76
Energy relative to the best compared isomer or geometry (same formula, charge and spin): 235.5 kJ/mol
Calculated total energy: -104247.0981 eV
E_LUMO (alpha / beta): -4.094 / -4.716 eV

ORCA input file:
```
! RIJCOSX wB97M-V def2-TZVPD def2/J DEFGRID3
* xyz 1 2
H -1.06820 2.15012 3.67232
H 3.47140 -2.03448 1.19322
C 2.80520 3.80182 -3.26028
C 2.33370 0.99732 2.25562
N -0.25970 -4.04978 -2.86148
H 0.72960 -4.10348 -2.68448
H 2.46690 5.45042 -4.65478
H 4.36720 1.57362 1.98222
H 0.60240 0.49912 6.00942
C 1.56840 1.94492 1.57592
H -4.11810 -2.30598 5.36212
H -2.07490 0.68332 2.00322
H 3.37420 4.11602 -1.18318
H -4.05180 -3.55698 -3.47858
C 0.53650 -3.30738 1.73572
C 3.72360 3.56392 -2.05428
F 0.68510 -1.16348 -2.92278
H -4.72190 1.21932 -0.65748
C -2.93610 0.04822 -0.42958
H 4.22780 3.21482 -4.77808
C -5.16350 -0.69018 0.18482
F 1.94260 -3.24538 -1.21058
H 4.07150 -4.43338 0.95832
C 1.35880 3.46282 -2.92148
C -0.43390 3.45662 1.39782
C -2.54610 0.04442 2.73552
C 3.73680 0.70182 1.81592
H -6.22020 -0.48718 0.25472
H 1.97390 2.42062 0.69152
H 4.72860 3.90652 -2.28918
H 0.00450 3.70862 0.43422
O -0.58460 -2.66828 -1.09658
C -2.99410 -3.79488 -3.52998
C 1.03280 2.34462 -2.16368
H 3.78700 2.50682 -1.81108
H -1.47730 3.17292 1.25252
N -2.33430 -3.17068 -2.40698
C -4.16820 -0.36128 4.46262
C 3.24760 2.90052 -4.42418
H -0.03950 -5.38248 1.76082
C 0.32550 4.27442 -3.41648
C -4.66410 -1.91908 0.58202
F 3.12340 -0.13938 -3.03988
C -0.99920 4.01662 -3.15088
H 3.78100 0.47042 0.75442
H -2.88700 -4.88058 -3.49888
Ca 0.11660 -1.04478 0.02492
C -0.30160 2.05512 -1.86578
H 2.38880 -0.31518 3.94792
Sb 2.39840 -1.63838 -2.17228
H 2.54350 2.97532 -5.25108
H -1.78180 4.64532 -3.54338
C -2.05250 -1.25538 2.88952
H -2.89530 -3.11308 0.81532
F 4.07930 -1.80848 -1.31418
C -1.30080 2.92132 -2.36478
F 2.60880 -2.83398 -3.62208
H -0.41960 4.34862 2.02452
C 2.05090 -5.09958 1.29452
H 4.15750 -0.11938 2.38742
H 0.55230 5.13102 -4.02718
N 1.49080 -2.38748 1.53062
N -0.98710 -1.66028 2.10862
C -4.32190 0.27252 -0.32518
C -1.02720 -3.26218 -2.09778
H 4.01560 5.48742 -3.84908
C -2.46750 -1.16058 0.05022
H 1.80320 1.68472 -1.79918
N -0.79700 1.00562 -1.13328
H -2.23740 -3.09988 3.97352
H -2.86670 -2.53868 -1.82868
H -3.96040 1.49242 3.40442
C 0.56160 0.78772 3.89582
H -1.01300 0.39762 5.30562
C 3.05610 -4.14968 1.17672
C -0.14430 1.78732 3.24442
F 1.90140 -0.47908 -0.64818
H 3.30710 1.86182 -4.11718
C 0.33810 2.35782 2.06952
H -2.60540 -3.42308 -4.48018
C 1.80560 0.41212 3.39912
H -0.59750 -4.42998 -3.72508
S -2.86230 2.39252 -1.85948
C 2.96170 5.26392 -3.70458
C -3.59180 0.48432 3.52172
H 0.13480 -0.93278 5.09972
C -3.68070 -1.65248 4.62352
H -4.98030 -0.00958 5.08052
N -0.66010 -2.87198 2.21422
H -5.32270 -2.68548 0.95562
C 0.03430 0.15132 5.14722
H 2.57120 5.95022 -2.95638
C -3.29470 -2.15758 0.50032
C 2.71910 -2.80408 1.29602
C -2.63060 -2.10078 3.85182
C -2.09380 1.04212 -1.05788
C 0.77080 -4.68318 1.61262
H 2.26290 -6.14718 1.14692
*
```

Charge distribution, Mulliken scheme, values in e: 0.649, 0.211, 2.406, 0.652, -0.305, 0.121, 0.428, 0.472, 0.512, -0.116, 0.480, 0.675, 0.315, 0.365, 0.436, -1.691, -0.759, 0.512, 0.803, 0.456, -1.320, -0.466, 0.483, -0.319, -1.394, 0.754, -1.813, 0.432, 0.484, 0.526, 0.152, 0.531, -1.216, 0.335, 0.275, 0.243, -0.151, -0.863, -1.438, 0.544, -0.277, -0.906, -0.619, -1.568, 0.179, 0.351, 2.111, -1.699, 0.390, 2.471, 0.347, 0.457, -0.540, 0.411, -0.570, 1.409, -0.545, 0.445, -0.494, 0.384, 0.382, -0.099, 1.677, -1.328, -0.299, 0.461, 1.439, 0.005, 0.806, 0.492, 0.069, 0.492, 0.284, 0.229, -1.031, -0.317, -0.513, 0.125, 0.602, 0.358, -0.251, 0.199, -0.505, -2.151, -1.545, 0.318, -0.843, 0.479, -0.935, 0.507, -1.804, 0.447, -0.331, 0.005, -0.393, 0.302, -0.912, 0.447

=====

Entry 3:
This record from the Open Molecules 2025 dataset describes C39H43CdI2N12O3S as an isolated structure. The level of theory is the ωB97M-V functional and the def2-TZVPD basis.

Energy relative to the best compared isomer or geometry (same formula, charge and spin): 21.2 kJ/mol
Calculated total energy: -96769.9015 eV
E_LUMO: 2.023 eV

ORCA input file:
```
! RIJCOSX wB97M-V def2-TZVPD def2/J DEFGRID3
* xyz -1 1
C 1.45324 -2.96981 0.33969
H 4.43851 -2.92188 1.61085
C -0.73862 3.80811 -1.80607
H 2.23633 1.53864 -3.35702
H -2.13535 -1.41360 1.77053
C 2.47262 -1.06515 1.24295
H 3.28450 -0.80691 4.31476
C 3.03275 0.63904 2.68699
C -3.95030 -0.46992 -1.32740
C -2.71466 -0.48143 -3.60484
N 2.52522 7.03796 -2.57000
C -0.18665 -0.57273 5.09799
H -4.58438 -4.20491 1.40399
C -0.02760 -2.97556 5.11092
H 0.31927 4.62491 -4.23550
O -0.62984 0.45715 1.59828
C 0.26236 -3.31373 -0.53576
H -5.94231 1.01526 -5.22158
C 3.65796 -2.93173 2.38289
N -0.93904 -2.69123 -0.02214
H 4.81177 7.42513 -0.91212
N -0.47220 1.63144 -1.41204
C -0.33406 1.83125 4.95191
C -0.04720 -1.79432 5.79575
C 5.14515 5.32081 -0.60031
H -3.93578 0.54124 -6.62414
N 2.91866 -1.68093 2.42667
C 2.95775 4.86536 -2.18853
H -3.46610 -2.18999 2.63237
H 1.19222 -3.25808 1.36747
C 3.55175 -0.66543 3.26610
C -3.85300 -0.20955 -2.82432
C -4.31813 -3.66469 0.48620
H 1.19653 1.35240 0.55542
C -0.50825 0.53571 2.84983
H -2.65037 -5.07602 -2.68744
C -2.79002 -0.20072 -4.97748
H 2.08647 0.94431 3.15111
I 0.00087 0.92147 7.78762
H 3.74706 1.45804 2.78093
H -5.86624 0.47147 -2.80147
H 1.57230 3.36906 -4.20788
H 0.46885 -3.00844 -1.56972
I -0.64456 3.52901 2.48887
C -3.14134 -1.80622 1.65884
H -1.09702 -5.51817 -1.98051
C -4.99732 0.30791 -3.42692
C 0.38480 1.96985 -2.34193
H 1.57350 0.22471 -2.36661
H 6.00840 5.46352 0.03593
H 4.64522 -0.71560 3.16892
N -0.26858 -1.83386 3.03078
C -2.07551 -3.30845 -0.01750
C -0.47688 1.75120 3.56482
H -1.02627 4.84369 -1.84550
H 5.24017 3.17226 -0.42924
C -3.89307 -4.60844 -0.63645
H -1.43409 -3.82884 -2.46516
N -2.43563 -4.46061 -0.71127
C -5.04468 0.59940 -4.78027
C 1.31736 1.04248 -3.03989
H -5.15147 -3.02029 0.19594
C -0.13574 -2.94077 3.70896
H -0.11219 -3.86380 3.13521
C -3.92425 0.33668 -5.55920
H -4.17506 -5.64492 -0.44290
H 2.42656 0.88720 -0.63130
H -1.96342 2.71392 -0.33670
C 4.49266 6.41308 -1.11843
H -1.92338 -0.42683 -5.58778
H -3.81467 -1.01193 1.31367
H 3.27579 2.73711 -1.84181
N 1.86523 5.03401 -2.98255
Cd -1.02457 -0.46955 -0.47242
C -0.31631 -0.65398 3.68588
H -4.33886 -4.29758 -1.58551
H 0.17305 -4.40572 -0.53035
O -3.12856 0.16971 -0.58875
C -1.85460 -4.73358 -2.02574
H 0.82445 0.59098 -3.90162
C 3.37726 6.16617 -1.92548
O -4.85581 -1.20517 -0.92430
S -1.22924 -1.23414 -3.01473
N 0.26142 3.30008 -2.61986
C 4.70728 4.00462 -0.87020
H 0.03697 -1.77914 6.87439
N 2.85296 0.26400 1.29723
H 0.06613 -3.92107 5.62915
C 0.99269 4.05664 -3.59530
C 2.26643 1.22706 0.39043
C -1.17828 2.76018 -1.06978
N -3.13024 -2.87938 0.70058
H 2.76869 2.18645 0.52883
H 3.01612 -3.79296 2.21824
C -0.19558 0.70240 5.71506
C 3.61425 3.74704 -1.66258
H -0.32942 2.80569 5.42172
H 2.29144 -3.59664 0.00535
H 4.14306 -3.06255 3.34991
N 1.81107 -1.55974 0.27013
N 1.64162 6.35087 -3.18579
*
```

Results of the Mulliken charge analysis, in e, for atoms 1 through 99: 0.248, 0.334, -0.932, 0.546, -0.082, -0.130, 0.402, 0.082, -0.193, 1.068, -0.572, 0.996, 0.344, -1.468, 0.343, -0.619, -1.901, 0.366, -1.258, 0.841, 0.410, 0.255, -0.339, -1.027, -0.579, 0.360, 0.486, 1.359, 0.489, -0.410, -1.027, 0.090, -0.663, -0.096, -1.767, 0.423, -0.823, -0.261, -0.010, 0.480, 0.426, 0.568, 0.154, -0.043, -1.229, 0.286, -0.443, 0.840, 0.074, 0.366, 0.489, 0.334, -0.581, 0.015, 0.489, 0.435, -0.660, 0.204, -0.109, -0.649, -1.663, 0.306, -0.278, 0.496, -0.594, 0.347, 0.405, 0.753, -0.779, 0.380, -0.016, 0.477, 0.735, 5.442, 0.649, 0.430, 0.555, -1.038, -1.009, 0.315, 0.242, -0.723, -0.733, 0.347, -0.588, 0.167, -0.011, 0.418, -1.284, -0.710, -1.262, 0.546, 0.284, 0.341, -0.168, -0.712, 0.340, 0.457, 0.436

=====

Number 1: molar mass 883.1 g mol⁻¹. Number 2: molar mass 919.7 g mol⁻¹. Number 3: molar mass 1126.1 g mol⁻¹.